No. 1
Formula: C29H38FN4O7PS
Source: OMol25
Level of theory: wB97M-V/def2-TZVPD

Summary:
Lowest unoccupied orbital energy ... -0.0717 Eh
Structure (SMILES) ... C#Cc1c([PH2]=N)c(COc2cc(C)ccc2C(C)C)c2c(c1[C@H](F)CC)C(=O)N(CCCS)C2=O.C[N+](=O)[O-].C[N+](=O)[O-]
E_tot ... -2712.10392 hartree
Orbital gap ... 6.201 eV
Relative energy (zero: lowest compared OMol25 entry of this formula, charge and spin) ... 896.6 kJ/mol

Geometry (Å):
C: 6.051635 0.828926 3.511691
C: 5.002981 1.389698 2.922156
C: 3.589428 1.463336 2.139087
C: 3.669483 2.016839 0.635035
P: 5.335137 2.529778 -0.105856
N: 6.034465 3.784035 0.614411
C: 2.295816 2.071664 -0.182466
C: 2.224053 2.567852 -1.741988
O: 2.481754 1.380979 -2.540515
C: 1.991899 1.504894 -3.884205
C: 1.429312 2.805989 -4.565068
C: 0.972886 2.749798 -6.100706
C: 0.381238 4.032623 -6.897387
C: 1.072592 1.401641 -6.958248
C: 1.590825 0.083130 -6.269297
C: 2.034921 0.165123 -4.764260
C: 2.568438 -1.213306 -4.082394
C: 4.023642 -1.679496 -4.681843
C: 1.443928 -2.408256 -4.199952
C: 0.952307 1.602733 0.496225
C: 0.885968 1.056158 1.978608
C: 2.217489 0.981528 2.811407
C: 2.208474 0.387124 4.319217
F: 1.808165 -1.032360 4.211691
C: 1.231176 1.179880 5.333898
C: 0.472132 0.090986 6.249489
C: -0.628041 0.635520 2.309579
O: -1.105136 0.195500 3.410083
N: -1.301121 0.858636 1.006866
C: -2.209537 -0.225187 0.505695
C: -3.621302 -0.313940 1.320585
C: -4.589511 -1.504964 0.815499
S: -5.505791 -2.139193 2.349044
C: -0.560677 1.562204 -0.090630
O: -1.030994 2.037360 -1.176543
H: 7.013566 0.434937 3.996229
H: 5.122965 2.828018 -1.492338
H: 6.226203 1.397283 0.087278
H: 6.175362 4.537306 -0.098071
H: 3.084380 3.307920 -1.922121
H: 1.176982 3.022832 -1.867907
H: 1.342832 3.787144 -3.978374
H: 0.095912 3.699423 -7.978869
H: -0.635967 4.301577 -6.395924
H: 1.098824 4.927495 -6.941025
H: 0.779592 1.342113 -8.074154
H: 1.688247 -0.916094 -6.823282
H: 2.746228 -1.097704 -2.935241
H: 4.642633 -0.705357 -4.782398
H: 3.820605 -2.203890 -5.686108
H: 4.465980 -2.393703 -3.874240
H: 0.912212 -2.512828 -3.167739
H: 1.969648 -3.428717 -4.376749
H: 0.655969 -2.184796 -5.013915
H: 3.285130 0.356116 4.757310
H: 0.540990 1.862710 4.721664
H: 1.914278 1.819371 6.029603
H: 1.258057 -0.563507 6.813763
H: -0.165387 0.619068 7.062424
H: -0.212860 -0.630983 5.679063
H: -1.663417 -1.246045 0.432640
H: -2.510807 0.035630 -0.592079
H: -3.382386 -0.475741 2.432093
H: -4.125638 0.727077 1.164333
H: -4.050511 -2.392885 0.322334
H: -5.430519 -1.133699 0.101131
H: -4.657446 -2.000313 3.447123
C: -1.291518 -3.547767 5.726017
N: -2.660330 -3.788676 5.198373
O: -2.896318 -4.894676 4.733224
O: -3.451881 -2.857012 5.269433
H: -0.701109 -4.454351 5.598501
H: -0.860319 -2.723350 5.157445
H: -1.386080 -3.294210 6.781956
C: -8.943595 -2.766935 0.906918
N: -9.116939 -3.111283 -0.528751
O: -10.055825 -3.838847 -0.822881
O: -8.303579 -2.638900 -1.312051
H: -9.730944 -3.251948 1.482815
H: -7.962001 -3.127839 1.215584
H: -9.013099 -1.682796 0.995956

Force components x, y, z for each atom (eV/Å):
-5.31 3.04 -3.13
3.17 -4.27 2.12
-0.67 0.35 -1.23
-4.51 -1.84 1.73
0.98 1.62 1.51
-0.61 -0.34 -1.54
-0.28 -0.94 2.42
0.51 -0.27 2.19
-1.66 1.47 -2.00
-1.23 -0.51 -4.17
0.32 -3.17 -1.92
1.13 -2.86 0.30
-0.69 -1.16 0.40
1.16 -0.19 3.96
0.00 4.23 2.65
-0.52 1.14 -0.75
-0.17 -0.09 0.37
-1.38 0.59 0.78
0.36 0.07 0.62
2.20 -0.13 1.91
3.39 1.40 -1.89
0.00 0.81 -2.19
0.44 -0.08 -0.48
0.53 2.29 -0.02
0.46 -0.81 0.02
0.03 -0.01 0.83
0.60 -0.49 1.17
1.90 1.95 -5.59
-0.13 -0.69 -0.43
-2.01 -0.54 -1.08
0.78 0.38 -0.42
0.24 0.45 0.40
0.17 0.10 -0.19
0.62 1.02 -0.80
2.06 -2.63 5.29
-2.07 1.06 -1.03
-0.17 -0.99 0.50
-1.23 0.23 -0.48
-0.30 -0.71 0.98
-1.57 -0.80 0.20
1.64 -0.78 -0.17
0.13 -1.67 -1.14
0.76 0.59 1.97
1.93 -0.13 -0.80
-1.14 -1.40 0.22
0.45 0.42 2.15
-0.23 1.78 0.94
-0.42 0.33 -2.16
-0.76 -1.92 -0.01
0.75 0.82 1.51
-0.54 1.17 -1.78
0.75 0.28 -1.94
-0.92 1.75 0.08
1.37 -0.49 1.33
-1.88 0.04 -1.05
0.87 -1.12 1.18
-1.28 -1.00 -1.38
-1.33 1.24 -1.04
1.09 -0.78 -1.43
1.14 1.42 0.64
-0.79 1.65 0.50
0.80 -0.26 1.97
-0.39 0.42 -1.76
0.78 -1.96 0.50
-0.64 1.51 0.79
1.57 -0.66 1.31
-0.27 0.00 -1.39
0.32 -0.11 0.04
-0.35 -0.35 -0.24
-0.02 0.90 0.30
0.42 -0.60 -0.07
-0.21 0.12 -0.03
-0.11 -0.02 0.14
-0.03 0.11 -0.18
-0.10 -0.07 0.31
-0.20 -0.18 -0.40
0.72 0.52 0.00
-0.58 -0.36 0.44
0.10 0.05 -0.21
-0.08 0.18 -0.07
0.17 -0.13 -0.05

Atomic partial charges in e from the Löwdin method, atoms 1 to 2: 0.1019 -0.0949

---

No. 2
Formula: C29H38InN6O6STe
Source: OMol25
Level of theory: wB97M-V/def2-TZVPD

Summary:
Lowest unoccupied orbital energy ... 0.0495 Eh
E_tot ... -2764.12157 hartree
Total charge ... -1
Orbital gap ... 4.954 eV
Relative energy (zero: lowest compared OMol25 entry of this formula, charge and spin) ... 292.5 kJ/mol

Geometry (Å):
In: 1.125188 0.549647 -0.351850
C: 2.034068 -0.532606 4.109896
N: 2.213975 0.515407 3.124221
C: 1.172770 1.531012 3.160703
C: -0.222924 0.978332 2.874007
C: -1.105460 2.005908 2.166419
N: -0.429618 2.414337 0.947479
C: -0.582563 3.583075 0.479203
C: 0.093589 4.109143 -0.701409
C: -0.491809 5.216240 -1.332139
C: 0.100648 5.859150 -2.395123
C: 1.357357 5.409644 -2.820040
C: 1.975099 4.347662 -2.208417
C: 1.365192 3.622489 -1.147790
O: 1.994343 2.623634 -0.623960
C: 3.542193 1.129783 3.175465
C: 4.107171 1.315092 1.770133
C: 4.545922 -0.010771 1.133565
N: 4.257991 -0.096130 -0.310744
C: 4.690131 0.898263 -1.038424
C: 4.456036 1.223115 -2.395294
C: 5.406993 2.075475 -3.009582
C: 5.321536 2.446893 -4.320061
C: 4.222829 1.971388 -5.080482
C: 3.248943 1.205312 -4.519970
C: 3.260007 0.838252 -3.119467
O: 2.269541 0.289484 -2.584159
H: 1.085800 -1.044929 3.946942
H: 2.042315 -0.150226 5.147355
H: 2.826762 -1.273439 4.007877
H: 1.423017 2.255543 2.382075
H: 1.172548 2.079208 4.123435
H: -0.707534 0.644970 3.796284
H: -0.128520 0.111287 2.213555
H: -1.319763 2.861583 2.824271
H: -2.064237 1.545401 1.908374
H: -1.259149 4.290814 0.986274
H: -1.455603 5.560168 -0.966667
H: -0.387483 6.691417 -2.885118
H: 1.857636 5.912997 -3.640362
H: 2.950980 4.004338 -2.531566
H: 4.204277 0.504050 3.781347
H: 3.497762 2.107369 3.675696
H: 4.943452 2.019798 1.814457
H: 3.341456 1.787645 1.149750
H: 4.021663 -0.843884 1.597570
H: 5.616163 -0.178557 1.298496
H: 5.358254 1.588315 -0.515744
H: 6.246604 2.415183 -2.409319
H: 6.071964 3.082748 -4.770546
H: 4.149656 2.242690 -6.128800
H: 2.391767 0.873829 -5.093713
C: -7.956738 -4.409823 0.585156
C: -6.571528 -4.668279 0.007319
S: -5.839313 -3.118244 -0.484658
O: -6.758127 -2.451452 -1.373513
O: -5.368070 -2.439702 0.695452
C: -4.431526 -3.581538 -1.482105
C: -3.307430 -4.316060 -0.755999
N: -2.543241 -3.463320 0.142025
C: -1.661034 -2.509794 -0.270505
N: -1.194612 -1.796041 0.733456
C: -1.788061 -2.279833 1.849785
C: -2.632343 -3.299948 1.515006
N: -3.398163 -4.096943 2.401242
O: -4.001881 -5.072220 1.954437
O: -3.402061 -3.778242 3.573841
C: -1.219488 -2.347931 -1.681779
H: -8.394067 -5.350838 0.915926
H: -8.608706 -3.955962 -0.158698
H: -7.893712 -3.741596 1.443476
H: -6.612711 -5.291438 -0.887541
H: -5.900681 -5.107860 0.743505
H: -4.093131 -2.635688 -1.907666
H: -4.831371 -4.196699 -2.288931
H: -2.617008 -4.702667 -1.504762
H: -3.684865 -5.157866 -0.186627
H: -1.582824 -1.899015 2.835962
H: -1.140742 -3.307669 -2.193055
H: -0.235494 -1.881225 -1.678864
H: -1.898499 -1.707608 -2.248981
Te: 3.758503 -2.042063 -0.987038

Force components x, y, z for each atom (eV/Å):
0.24 -0.18 -0.43
-0.06 0.15 0.02
0.14 -0.10 0.24
-0.04 -0.04 -0.13
-0.01 -0.02 0.06
0.12 0.09 -0.05
-0.11 0.04 -0.05
-0.04 -0.12 0.06
0.13 0.07 0.02
-0.01 -0.02 0.03
-0.02 -0.01 -0.04
0.01 0.04 0.01
-0.01 -0.06 -0.07
0.01 0.12 0.04
-0.12 0.04 0.18
-0.08 -0.08 -0.14
0.08 0.08 0.06
-0.03 0.03 0.12
0.14 0.04 -0.05
-0.06 0.00 0.15
-0.12 -0.11 -0.23
0.00 -0.07 0.07
-0.08 -0.01 -0.10
0.13 0.07 0.01
-0.12 -0.11 0.21
0.42 0.34 -0.18
-0.30 -0.12 0.15
-0.02 0.01 -0.01
0.00 -0.02 0.01
0.01 0.00 -0.01
-0.02 0.03 0.02
0.03 -0.05 0.02
-0.03 -0.01 0.00
0.03 0.03 0.02
0.00 0.04 -0.03
0.02 -0.05 0.00
-0.03 0.01 -0.03
0.02 0.02 0.03
0.00 0.01 0.02
0.00 -0.01 -0.01
0.00 -0.03 -0.03
0.03 -0.03 -0.07
-0.01 -0.01 0.08
0.00 0.00 -0.05
0.02 0.04 -0.01
-0.09 0.04 -0.02
-0.01 -0.04 -0.05
-0.07 0.05 0.02
-0.01 0.01 0.01
0.00 0.00 0.00
-0.01 0.00 0.00
0.00 0.00 0.00
0.02 0.03 0.02
0.00 0.05 -0.02
-0.01 0.01 -0.04
0.01 -0.02 0.00
-0.02 0.00 0.01
-0.03 -0.03 0.09
0.02 0.01 0.02
-0.10 0.07 0.02
0.18 -0.11 -0.07
-0.13 -0.05 0.26
-0.05 0.02 -0.07
0.01 -0.11 0.05
0.00 0.04 -0.04
0.04 0.03 0.06
-0.02 -0.03 -0.06
0.00 0.00 -0.02
0.00 0.00 0.00
-0.01 -0.01 0.00
0.00 -0.01 0.01
-0.03 -0.02 0.01
0.02 -0.03 -0.03
0.01 0.00 -0.01
0.03 0.02 -0.04
-0.01 -0.01 -0.01
0.01 0.00 -0.02
-0.02 0.01 0.00
-0.01 0.00 -0.01
0.01 0.04 0.00
0.01 0.01 0.01
-0.02 -0.05 0.00

Atomic partial charges in e from the Löwdin method, atoms 1 to 2: 0.8145 -0.0892

---

No. 3
Formula: C29H38N4O8W
Source: OMol25
Level of theory: wB97M-V/def2-TZVPD

Summary:
Lowest unoccupied orbital energy ... -0.0038 Eh
E_tot ... -2015.93641 hartree
Orbital gap ... 7.355 eV
Relative energy (zero: lowest compared OMol25 entry of this formula, charge and spin) ... 64.4 kJ/mol

Geometry (Å):
W: 0.241262 0.053781 -0.197132
C: -1.776614 0.123277 0.981977
C: -1.253463 -1.189949 1.156332
C: -0.043823 -1.039644 1.933207
C: 0.112542 0.345973 2.170657
C: -0.992199 1.074762 1.666388
C: -1.543727 2.409901 2.150863
C: -0.494309 3.267732 2.856925
C: -2.249025 3.230077 1.074578
C: -2.588720 1.998076 3.210669
C: 0.888658 -2.066807 2.598586
C: 0.067222 -2.747673 3.709776
C: 1.517784 -3.146922 1.694953
C: 2.048703 -1.337047 3.292449
C: -2.222300 -2.352391 0.864148
C: -3.179408 -2.000539 -0.288063
C: -1.597435 -3.705893 0.528602
C: -3.100416 -2.502053 2.120365
H: -2.713763 0.320998 0.489986
H: 0.953597 0.789338 2.672385
H: 0.295211 3.592095 2.187065
H: -0.048252 2.735051 3.699701
H: -0.974379 4.163764 3.255150
H: -1.523185 3.701292 0.417919
H: -2.827801 4.021828 1.554352
H: -2.943563 2.629693 0.483735
H: -2.137318 1.386703 3.994755
H: -3.402673 1.425729 2.761398
H: -3.014080 2.889353 3.677108
H: -0.624240 -3.486841 3.311260
H: -0.502059 -2.021545 4.294767
H: 0.750032 -3.268618 4.384239
H: 0.948877 -3.346501 0.797995
H: 1.607667 -4.075111 2.264229
H: 2.513613 -2.853972 1.376361
H: 1.708218 -0.727123 4.132504
H: 2.599090 -0.705207 2.595333
H: 2.738917 -2.082946 3.689753
H: -2.654660 -1.714294 -1.194151
H: -3.879884 -1.207884 -0.022399
H: -3.776683 -2.882114 -0.521945
H: -0.942346 -3.637370 -0.339387
H: -2.399430 -4.407152 0.290163
H: -1.043675 -4.126369 1.363998
H: -3.590723 -1.556998 2.364461
H: -2.531343 -2.820182 2.990892
H: -3.877455 -3.247007 1.934488
O: 2.020061 -0.987984 0.075769
N: 3.038693 -0.716944 -0.644384
N: 2.764785 0.079591 -1.580596
O: 1.538650 0.558955 -1.721598
C: 3.748982 0.468200 -2.553980
C: 3.349823 1.305036 -3.578715
C: 4.291883 1.678914 -4.527932
C: 5.596975 1.222416 -4.439219
C: 5.971164 0.384594 -3.394808
C: 5.047913 -0.001235 -2.438540
H: 2.329591 1.652389 -3.629412
H: 3.993658 2.330791 -5.337779
H: 6.325683 1.517214 -5.182258
H: 6.988795 0.025772 -3.320673
H: 5.325126 -0.652845 -1.623648
O: -2.297094 -0.457240 -5.449792
C: -2.370527 0.800967 -5.035279
O: -2.866335 1.674031 -5.699557
C: -1.801177 1.098087 -3.694426
C: -1.726067 2.373800 -3.148634
N: -1.142808 2.281596 -1.950548
N: -0.847946 1.005650 -1.681978
C: -1.202465 0.278531 -2.733831
C: -0.799637 -1.163411 -2.657676
O: -1.048021 -1.915880 -3.587648
O: -0.191026 -1.482424 -1.561862
H: -1.839947 -1.046639 -4.795794
H: -2.039450 3.314121 -3.569189
H: -0.676995 2.975637 -1.332098
O: 1.502990 1.681634 0.462199
C: 1.469991 2.896429 0.098838
O: 0.665392 3.442646 -0.656979
H: 2.336937 3.474312 0.460652

Force components x, y, z for each atom (eV/Å):
0.96 1.21 1.89
-0.19 -0.42 -0.09
-0.41 -0.25 0.44
-0.29 -0.82 -0.34
0.06 -0.01 -0.13
-0.10 0.15 -0.86
0.08 -0.14 0.22
-0.04 -0.04 0.02
0.03 -0.02 0.03
-0.06 0.07 0.02
-0.02 0.10 0.07
0.02 -0.06 0.02
-0.01 -0.05 0.08
0.01 0.01 0.06
0.07 -0.06 -0.08
-0.03 0.01 0.00
0.11 0.03 -0.02
-0.03 0.01 0.03
0.04 0.09 -0.02
0.00 -0.02 -0.01
0.10 0.01 -0.08
0.03 0.00 -0.04
0.00 -0.01 0.00
0.01 0.03 -0.07
0.00 0.01 -0.01
0.04 -0.01 -0.02
0.02 -0.01 -0.02
0.00 0.01 0.00
0.00 0.00 0.00
0.00 0.01 -0.01
0.02 0.02 -0.01
-0.01 -0.01 0.00
-0.14 -0.03 -0.12
-0.03 -0.01 -0.01
-0.01 -0.01 0.03
-0.02 0.01 -0.02
0.03 -0.02 -0.02
-0.01 0.00 0.00
0.02 -0.01 -0.03
0.01 -0.02 0.00
-0.01 0.01 0.00
0.01 0.02 -0.01
0.01 0.00 0.01
0.09 0.01 0.02
0.00 0.00 -0.01
0.01 0.01 0.00
0.01 0.00 -0.01
0.18 0.18 0.08
-0.04 -0.05 0.08
0.08 0.12 -0.28
0.01 -0.33 -0.51
-0.22 -0.08 0.25
0.09 0.05 -0.10
-0.04 0.00 0.03
0.02 -0.01 0.00
-0.03 0.01 0.01
0.11 0.00 -0.07
-0.01 0.00 0.01
0.02 0.00 -0.01
0.00 0.00 0.00
0.01 0.01 -0.02
-0.01 0.00 0.00
-0.03 0.10 -0.03
0.05 -0.12 -0.05
-0.03 0.03 -0.01
0.09 0.05 -0.07
0.06 -0.05 0.11
-0.58 -0.35 -0.40
-0.58 0.44 -0.33
-0.07 -0.21 0.12
-0.15 0.16 -0.03
0.03 -0.13 -0.01
-0.27 -0.05 -0.12
0.01 -0.06 0.02
-0.01 0.00 0.01
0.18 -0.06 -0.07
0.30 0.14 0.46
0.57 -0.23 -0.54
-0.02 0.53 0.43
-0.13 0.12 0.13

Atomic partial charges in e from the Löwdin method, atoms 1 to 2: 1.7244 -0.1315